Computed, not measured: a molecular structure, C33H38Cl2MnN7O2Si, with wB97M-V/def2-TZVPD.

```
84
Properties=species:S:1:pos:R:3:lowdin_spin:R:1
Mn 0.656 0.562 -0.571 4.673
Cl 3.750 3.785 4.695 0.000
Cl 5.949 1.630 3.772 0.000
Si 1.083 -1.457 2.171 0.006
O 0.490 4.676 0.807 0.012
O 4.956 0.128 -1.077 0.012
N 0.029 -0.381 1.363 0.033
N 2.824 0.634 -0.257 0.036
N -0.474 2.325 -1.674 0.030
N -0.462 -1.502 -1.434 0.024
N 1.132 2.460 0.424 0.036
N 1.792 -0.136 -2.616 0.027
N -2.732 -1.766 -1.176 0.004
C -3.401 -0.257 -3.023 0.000
C 0.285 -3.036 2.829 0.001
C 2.395 -2.142 1.010 0.003
C 4.499 1.916 2.838 0.000
C 1.937 -0.648 3.612 0.001
C -0.241 3.518 -1.128 0.006
C 1.892 -1.525 -4.559 0.000
C -1.302 -3.742 -0.885 0.002
C 3.165 1.354 0.905 0.004
C -3.034 1.659 2.041 0.000
C 3.791 -1.330 -3.132 0.000
C 1.236 -0.658 -3.711 0.004
C 3.055 -0.461 -2.336 0.005
C -2.975 -0.370 -1.563 0.002
C -1.486 -0.242 3.310 0.002
C -1.460 -2.267 -1.159 0.008
C 2.210 2.329 1.300 0.004
C 3.199 -1.877 -4.251 0.002
C -3.977 -2.207 0.930 0.000
C -1.301 3.390 -3.646 0.001
C -1.071 4.631 -3.070 0.003
C -0.555 4.695 -1.791 0.000
C -1.073 0.153 2.002 0.006
C -2.624 0.264 3.928 0.000
C -3.431 1.208 3.302 0.003
C 3.714 0.152 -1.101 0.009
C 4.310 1.178 1.669 0.001
C -3.866 -2.461 -0.568 0.000
C 3.555 2.849 3.233 0.001
C -1.898 1.158 1.421 0.008
C 0.503 3.594 0.204 0.009
C -1.001 2.268 -2.898 0.006
C 2.417 3.063 2.460 0.001
H -3.577 0.792 -3.292 0.000
H 1.690 3.803 2.759 0.000
H 2.717 -1.296 4.039 0.000
H -2.614 -0.658 -3.675 0.000
H 0.208 -0.377 -3.904 0.000
H 2.410 0.284 3.269 0.000
H 2.202 -1.887 -0.035 0.002
H -2.880 -0.085 4.926 0.000
H -3.101 -2.597 1.459 0.000
H -3.812 -3.527 -0.783 0.000
H -1.746 -4.029 0.070 0.001
H -2.080 0.197 -1.397 0.002
H 5.059 0.469 1.354 0.000
H -1.705 3.288 -4.644 0.000
H -4.312 1.610 3.793 0.000
H 1.008 -3.570 3.466 0.000
H -0.360 5.627 -1.277 0.000
H -4.764 -2.097 -1.067 0.000
H 0.395 -2.033 -1.451 0.001
H -0.626 -2.879 3.415 0.000
H 3.385 -1.730 1.251 0.000
H -1.627 1.558 0.462 0.004
H 1.224 -0.388 4.410 0.000
H -3.730 0.045 -0.900 0.000
H -4.876 -2.684 1.338 0.000
H 3.744 -2.571 -4.880 0.000
H -4.024 -1.133 1.140 0.000
H -1.292 5.539 -3.621 0.000
H 2.447 -3.237 1.094 0.000
H -0.883 -0.958 3.857 0.000
H -0.243 -3.992 -0.860 0.000
H 1.386 -1.918 -5.431 0.000
H -1.212 1.273 -3.282 0.001
H -3.615 2.427 1.532 0.000
H 4.812 -1.537 -2.838 0.000
H -4.321 -0.817 -3.216 0.000
H -1.787 -4.326 -1.672 0.000
H 0.039 -3.700 1.991 0.000
```

Its charge is -1. The calculation puts the molar mass at 718.644 g mol⁻¹. Its multiplicity is 6. The gap between HOMO and LUMO (alpha / beta) is 6.3021 / 6.3529 eV. As for the energy relative to the best compared isomer or geometry (same formula, charge and spin): 66.9 kJ/mol. The value obtained for the largest force on an atom is 0.9 eV/A.